1.
# C15H9BeN2OS4

A molecular structure, C15H9BeN2OS4 (ωB97M-V/def2-TZVPD, OMol25).

Summary:
Gap between HOMO and LUMO: 5.51 eV
LUMO: 1.87 eV
HOMO energy: -3.6 eV
Net charge: -1
Electronic energy: -2369.427299 Eh
Maximum force: 0.3 eV Å⁻¹

The geometry in XYZ format:
```
32
Properties=species:S:1:pos:R:3:mulliken_charge:R:1
C -4.03740 0.05635 2.72515 -0.4188
H -5.37805 -0.68234 1.21771 0.3397
S 3.76829 2.95729 1.77205 -0.1993
C 4.94646 1.81769 2.43097 0.5970
C -4.35722 -0.40954 1.45487 -0.4718
C -2.73064 0.41540 3.02152 -0.7025
H 2.80440 0.54288 -2.60010 0.4156
O 6.01262 2.14291 2.89959 -0.6170
C 1.80188 -0.77662 -3.94744 -0.5634
C -2.06834 -0.16310 0.79549 0.5476
C 1.91850 -0.06302 -2.76054 0.0221
H -3.60729 -0.87871 -0.50863 0.4162
S 1.71245 -0.82443 1.25948 -0.4228
H 0.62316 -2.13849 -5.12936 0.3494
C -0.16884 -0.92330 -2.08717 -0.1980
C 0.93355 -0.12145 -1.77363 0.3119
H -1.19824 -2.27088 -3.41189 0.3955
N -1.23060 -0.95756 -1.15931 -0.5903
C 2.82349 0.48618 1.59153 0.0048
S 4.38425 0.14626 2.31489 -0.2005
C -3.37591 -0.52235 0.48467 -0.4202
C 0.69373 -1.58534 -4.20109 -0.4095
N -1.01568 -0.24287 -0.16435 0.7285
C -1.73909 0.31225 2.05706 -0.2267
C -0.31369 -1.66370 -3.25850 -0.7347
C 2.54396 1.77715 1.34216 0.1251
H -0.71194 0.58668 2.26250 0.1863
H -2.47537 0.78088 4.00785 0.3728
S 1.00993 2.33212 0.69456 -0.4527
H 2.58507 -0.70552 -4.69480 0.3483
Be 0.65603 0.43145 -0.11477 0.1057
H -4.80946 0.14374 3.47951 0.3618
```

2.
# C21H29N2O5S2

3 unconnected molecules or ions with the total composition C21H29N2O5S2 in a non-equilibrium geometry (ωB97M-V/def2-TZVPD, OMol25).

Summary:
Gap between HOMO and LUMO: 8.05 eV
LUMO: -3.54 eV
HOMO energy: -11.6 eV
Net charge: +1
Electronic energy: -2099.158217 Eh
Maximum force: 3.0 eV Å⁻¹

The geometry in XYZ format:
```
59
Properties=species:S:1:pos:R:3:mulliken_charge:R:1
H -4.64211 2.44586 -4.46554 0.4334
C -2.86322 5.41821 -2.59800 -0.4163
C 3.43403 -2.03304 0.99403 0.3022
H 3.26528 -2.21002 3.26824 0.3419
H 1.98146 0.67529 3.94536 0.3584
H 7.16954 -1.62023 1.03323 0.3691
C -5.40710 -1.93871 0.28953 -0.4161
C -4.63374 4.54708 -4.17029 -0.3752
C -5.30521 -4.31136 -1.29408 -0.3804
C -4.00308 5.69766 -3.49378 0.3073
H 5.27819 -3.02782 2.13272 0.3398
O -3.18547 -3.54333 -1.97894 -0.5645
C 2.02485 0.38592 2.78818 -0.4011
H 3.29562 -0.89542 0.66250 -0.2994
H 5.19004 -3.31628 0.27213 0.2590
C 1.19200 1.00683 0.58765 -0.3257
S -1.25615 -0.10116 -0.29432 -0.2910
H -3.48590 -1.45184 -0.46939 0.1277
H -5.46827 4.76854 -4.82477 0.4149
H -7.22641 -4.79822 -0.53517 0.4146
H 7.79157 0.72978 1.35466 0.2655
H 2.08065 -3.39768 2.40952 0.3220
H -1.58540 3.95068 -1.75093 0.1858
H 1.76588 2.34812 2.11014 0.3999
H 0.92933 -1.39863 3.68056 0.3452
C 5.75761 0.13910 1.51952 0.1078
H 3.16154 0.34920 2.51298 -0.0093
C 0.47826 -0.45870 0.42526 0.0916
C -2.41993 4.17213 -2.40541 -0.0417
H 0.24414 1.56992 2.40023 0.4109
C -6.39617 -4.10233 -0.55082 -0.3678
C 6.07496 -1.26499 0.73631 -0.5544
C 5.00751 -2.49458 1.11850 -0.7604
N 1.22804 1.44910 2.05239 -0.1526
O -2.64422 1.88092 -2.90778 -0.4930
H 6.04704 -1.01516 -0.42940 0.2697
H -2.41156 6.27336 -2.11016 0.4246
C -4.18451 -3.35021 -1.29987 0.3875
C -4.31614 -2.14774 -0.45373 0.2435
H -1.22492 -0.62919 -1.59568 0.2445
H -5.51933 -1.06240 0.91622 0.4218
C -4.19044 3.30100 -3.97770 -0.4020
O 0.23802 -1.18830 1.67557 -0.4024
H 4.77788 0.65232 1.08248 -0.0760
H -5.19298 -5.18766 -1.92078 0.4199
C -6.52780 -2.89986 0.29531 0.3394
H 5.53942 -0.11834 2.64308 0.1251
C -3.05058 3.02156 -3.08192 0.4993
H 1.07807 -1.11938 -0.35564 0.2888
H 2.93592 -2.66112 0.11057 0.3132
O -4.40944 6.83830 -3.66792 -0.5314
O -7.52683 -2.70674 0.97439 -0.5392
H 6.77111 1.71324 2.36032 0.2489
N 6.85398 1.17832 1.45093 -0.6618
C 2.52838 -2.29748 2.33319 -0.8804
C 1.37280 -1.12648 2.60506 0.0901
H 2.33192 1.01479 0.23299 0.1623
H 0.90107 2.03707 -1.81309 0.2283
S 0.35081 2.31010 -0.52863 -0.1620
```